DFT (ωB97M-V with the def2-TZVPD basis set) results for C28H51N2ORuSi3 as an isolated structure.

```
86
Properties=species:S:1:pos:R:3
Ru 1.432 0.095 -0.963
C -5.243 1.661 -2.906
C -4.652 1.845 -1.509
C -5.428 0.978 -0.500
C -4.753 3.328 -1.108
C -3.201 1.421 -1.450
C -2.511 0.885 -2.540
C -1.200 0.495 -2.409
N -0.523 0.604 -1.248
C -1.146 1.200 -0.185
C -2.461 1.581 -0.265
C -0.275 1.486 0.976
C -0.742 1.890 2.210
C 0.149 2.212 3.239
C 1.513 2.087 2.945
C 1.922 1.659 1.707
N 1.049 1.372 0.721
C -0.309 2.653 4.614
C 0.402 3.965 4.986
C -1.821 2.864 4.676
C 0.095 1.543 5.605
H -6.283 1.984 -2.895
H -5.238 0.616 -3.222
H -4.724 2.263 -3.654
H -6.478 1.266 -0.527
H -5.075 1.121 0.523
H -5.366 -0.082 -0.749
H -5.797 3.632 -1.167
H -4.181 3.966 -1.782
H -4.427 3.512 -0.083
H -2.989 0.773 -3.502
H -0.654 0.088 -3.247
H -2.925 2.051 0.590
H -1.805 1.958 2.382
H 2.265 2.322 3.685
H 2.971 1.553 1.466
H 0.189 4.757 4.267
H 1.482 3.847 5.071
H 0.039 4.292 5.960
H -2.162 3.622 3.967
H -2.086 3.214 5.673
H -2.379 1.940 4.508
H 1.175 1.390 5.625
H -0.391 0.596 5.364
H -0.216 1.833 6.608
C 4.484 0.996 -0.903
O 3.403 0.005 -0.757
Si 3.499 -1.752 -0.613
C 4.814 -2.396 -1.718
C 3.822 -2.092 1.166
C 1.622 -1.833 -1.191
Si 1.442 -2.124 -3.142
C 2.416 -3.601 -3.699
C 2.098 -0.518 -3.885
C -0.328 -2.441 -3.635
Si 0.482 -2.894 0.064
C -1.285 -2.938 -0.495
C 0.552 -2.111 1.767
C 1.259 -4.580 -0.008
H 5.136 0.656 -1.703
H 5.017 1.051 0.043
H 4.030 1.950 -1.155
H 5.775 -2.116 -1.273
H 4.792 -2.041 -2.746
H 4.783 -3.488 -1.722
H 4.883 -1.897 1.352
H 3.652 -3.136 1.432
H 3.237 -1.472 1.843
H 3.492 -3.583 -3.573
H 2.215 -3.697 -4.772
H 2.018 -4.502 -3.227
H 3.185 -0.446 -3.822
H 1.702 0.446 -3.517
H 1.832 -0.505 -4.947
H -0.473 -3.521 -3.710
H -0.486 -2.038 -4.640
H -1.114 -2.064 -2.988
H -1.732 -1.948 -0.613
H -1.839 -3.438 0.306
H -1.454 -3.512 -1.403
H 0.882 -1.071 1.815
H 1.203 -2.674 2.438
H -0.452 -2.142 2.195
H 1.120 -5.049 -0.983
H 0.751 -5.214 0.726
H 2.322 -4.609 0.236
```

Computed properties:
Max |F| = 0.43 eV Å⁻¹
2S+1 = 5
⟨S²⟩ = 6.016
HOMO-LUMO gap (spin up / spin down) = 7.9 / 6.2 eV
Relative energy (zero: lowest compared OMol25 entry of this formula, charge and spin) = 0.269 eV
Charge = +3
Highest occupied orbital energy (spin up / spin down) = -0.661 / -0.663 Eh